No. 1
The following is a quantum chemistry calculation of a cluster of 8 separate species, C74H160F12N4O10P4S4 in total, from OMol25.

Geometry (Å):
C (-9.64768, -1.00848, -4.59031)
C (-1.22906, -9.67718, 4.92589)
H (3.83454, 4.30114, -6.83087)
H (-8.14388, 1.48564, -2.96046)
C (-5.34082, 3.07592, 5.53172)
H (-2.77222, -8.48976, 5.82742)
H (6.97868, 7.66236, 2.98385)
H (4.91782, 11.76323, 1.33821)
F (4.16417, 6.11916, -0.51618)
H (3.71782, -9.92945, 4.65638)
N (-0.62474, 3.73398, -1.43100)
C (-9.69360, 0.95500, -0.36266)
C (5.46433, -2.62786, -2.50533)
H (0.38102, -8.63281, 7.06936)
C (6.76493, -3.64954, -8.81861)
C (0.52272, -1.26784, -4.92381)
H (-0.85541, -11.65685, 1.25558)
H (0.94117, 0.68309, -5.83894)
H (-2.05166, -10.30711, 4.54417)
H (4.62533, 1.42778, -4.44158)
H (1.84091, -2.85821, -4.87600)
C (-7.74543, 0.88214, -2.11904)
H (0.34468, -14.55363, 2.78003)
H (2.98300, 10.32550, 2.03611)
C (6.42990, 5.63905, 2.39587)
H (4.39187, 3.92177, -5.30208)
H (-6.88618, -2.72651, -1.38704)
H (4.69838, 5.79475, 6.72938)
F (-1.45684, 6.16422, 1.28879)
H (5.05011, -0.17722, -7.88361)
C (4.75948, 2.86310, 7.02778)
H (7.33041, -1.61478, -8.38795)
C (-3.83861, -1.26280, -5.48710)
H (5.72651, 4.94248, 5.61006)
H (6.14238, -1.91461, -4.31774)
H (-5.98586, 1.22633, 6.34260)
H (-2.23923, -7.82058, 4.24653)
H (2.92653, 12.08114, 6.28705)
H (-9.93698, 1.41834, 0.61520)
H (-4.48708, 4.04740, 3.92359)
C (6.60821, 6.73657, 3.42071)
H (2.93788, 1.24519, -4.47738)
H (-5.51368, 0.82167, -4.18122)
H (1.62838, -9.80965, 5.57351)
C (0.60522, -4.84780, 1.31992)
P (0.14942, -9.79216, 3.75304)
H (-11.23018, -3.06884, -5.55284)
C (-10.92892, 1.09423, -1.28850)
C (-6.11338, -1.07596, -0.27455)
H (-3.08963, -0.66933, -4.93624)
C (-5.83618, 5.44517, 4.75213)
C (-0.40876, -14.40300, 1.99098)
C (-1.09480, -11.89823, 2.28627)
H (5.64942, -1.74048, -9.18510)
F (1.37267, 1.16604, 1.18471)
H (-0.97519, -15.35622, 1.85204)
H (0.92718, -0.89796, -4.03230)
C (3.58356, 3.70727, -5.95992)
H (-1.24129, -8.37496, 7.81980)
H (-9.39386, -1.46984, -6.65210)
O (1.60456, 4.97269, 0.00094)
H (-6.03426, 3.61931, 3.60659)
H (-9.91879, -1.14715, -2.45971)
C (2.97515, -9.74620, 3.88800)
O (-5.62131, 3.50679, 1.45750)
O (1.71329, 0.71084, -1.97672)
O (4.09651, 1.15935, -1.09524)
H (7.48334, 4.21080, 1.13593)
C (-0.38841, -7.89678, 7.25680)
H (-4.84143, 0.44570, -6.39693)
F (1.81880, -0.72881, 0.32570)
H (-5.06885, 5.75061, 5.48775)
H (0.44151, -4.31501, 0.35498)
H (1.39939, 3.63983, -5.99674)
H (2.97492, 1.99038, -7.00828)
F (-3.50718, 6.08106, 1.95580)
F (3.38087, 0.42808, 1.28492)
C (3.23687, 11.34948, 7.04015)
H (-11.84844, 0.54287, -0.96536)
H (-4.99838, -3.73772, 1.61361)
C (-0.63487, 4.96181, -2.32071)
H (-3.28253, -1.49620, -6.38857)
H (-9.34756, 0.00493, -4.86447)
H (2.84587, -10.77503, 3.48320)
C (-7.21096, -1.75672, -1.08257)
S (-4.75702, 3.36316, 0.30536)
H (4.09431, 10.11005, 4.50840)
H (-8.23191, -2.34384, -5.72577)
O (-2.96283, 3.18446, 3.06147)
H (4.15877, 5.10885, 3.79684)
C (-4.93196, 4.75703, -0.89856)
C (1.69747, -9.35553, 4.60660)
H (-9.63761, -0.12850, -0.12423)
H (-1.39158, -6.35740, 5.96124)
C (0.98294, -0.35401, -6.12161)
C (3.84774, 1.22851, -5.15472)
C (-1.86568, -8.26717, 5.21913)
F (-5.98128, 4.67819, -1.67652)
H (-0.04013, -7.11275, 5.27824)
C (0.79061, -2.79191, -5.11674)
H (0.37585, 3.50506, -1.18675)
H (1.69835, -8.26787, 4.69569)
H (6.49258, -2.53729, -2.04679)
H (-1.86284, -13.56488, 3.43822)
O (-4.96056, 2.17973, -0.47289)
C (5.25919, -0.65159, -6.87927)
H (-5.67112, -1.00226, -6.61500)
H (-0.53132, -1.13021, -4.81672)
H (-1.12820, 3.68836, -0.51638)
H (-0.67600, 1.34517, -0.54485)
S (-2.30528, 3.72465, 1.85442)
H (8.06744, 3.86625, 3.61942)
H (5.30176, 8.63064, 1.27252)
H (-9.88269, -4.04079, -6.32667)
C (3.67267, 9.98539, 1.25984)
H (7.56962, -3.68746, -9.63689)
C (-1.09593, 2.53735, -2.17487)
H (-6.82966, 5.36614, 5.26252)
C (7.69414, 5.05620, 1.77952)
H (-10.03450, -3.73513, -4.61815)
H (-6.30164, -2.08262, -4.14223)
H (5.29464, 9.71208, 2.65394)
H (0.72475, -8.92867, 1.61222)
F (5.18342, 4.30591, -0.99362)
S (2.71957, 4.07896, 0.00943)
H (9.05000, 5.34221, 3.47716)
H (0.09414, -14.02127, 1.11749)
O (3.41133, 3.81929, 1.24729)
C (-0.07792, -8.66589, 2.23910)
P (5.01697, 7.25997, 4.11783)
H (-6.40300, -0.05979, -0.04851)
H (5.77853, 8.12226, 6.22595)
H (-0.86811, -6.38427, 0.76223)
H (5.71644, -4.35821, -3.85463)
C (6.38725, -2.19737, -8.48251)
H (8.21202, 5.79292, 1.23367)
H (3.63591, -7.79779, 3.19294)
H (0.55763, -3.22718, -6.13534)
H (-1.98110, -11.26827, 2.57887)
H (-5.82073, 6.19746, 3.96810)
H (0.11698, -3.27530, -4.44466)
H (-5.77289, -3.90312, -0.03074)
H (6.14040, -2.41091, -6.32435)
F (-1.92594, 5.63684, 3.45490)
C (-5.09304, -0.44282, -5.85452)
H (4.68158, -2.45276, -1.71051)
H (6.07561, -0.08582, -6.49308)
C (-9.30041, -2.01873, -5.70640)
H (-0.95473, -6.67885, 2.96856)
C (2.29722, 0.43516, 0.57587)
H (0.85259, -6.90876, 3.15777)
H (-5.77287, 1.13930, 4.56612)
C (3.32632, -8.75259, 2.80329)
S (2.66619, 1.30891, -1.05671)
H (3.55310, 7.26814, 2.01379)
H (-5.13976, -0.92672, -0.86577)
C (2.35232, -0.70985, -6.64291)
H (-7.52980, 1.42866, -0.07005)
H (-8.01286, -1.97674, -0.36979)
C (5.60222, -2.09135, -7.16043)
C (8.59245, 4.51738, 2.89715)
H (-6.89697, 0.38856, -5.15501)
C (5.16998, -4.15245, -2.89458)
C (5.39844, -1.60256, -3.61025)
H (9.35513, 3.91315, 2.50037)
H (5.19955, 3.36978, 7.88911)
H (-0.87196, -10.14349, 5.87904)
F (-3.85492, 4.63664, -1.67522)
H (-2.33765, -13.54645, 1.80234)
H (3.35943, 11.84253, 7.97432)
H (-9.07070, -2.51574, -3.19563)
H (4.68694, -2.68230, -7.25832)
C (-10.19195, -3.26401, -5.60058)
C (4.42469, 11.12481, 0.59729)
H (-7.12177, 1.99661, 5.27790)
H (1.12549, -11.78119, 2.77879)
C (-2.31536, 5.51711, 2.16576)
C (4.51880, 10.68182, 6.61713)
H (2.37210, -1.77492, -6.93840)
H (3.88702, 11.77804, -0.00369)
H (5.20622, 11.53884, 6.35804)
C (-5.84023, -1.94801, 1.00446)
H (5.54709, 2.33465, 6.44080)
C (-6.08744, 1.79306, 5.41592)
H (-6.84920, -2.04579, 1.48639)
O (-1.02922, 3.17183, 1.48262)
N (-5.44113, 4.02349, 4.30464)
H (3.02002, 4.09949, 6.55414)
H (0.15002, -7.20112, 7.91677)
C (3.75254, 2.20237, -6.27127)
H (-4.00635, -2.22606, -4.96360)
H (3.17873, 9.33743, 0.48797)
H (4.09768, -4.34462, -3.09854)
F (3.62285, 4.95667, -2.32723)
C (-1.50238, 1.37718, -1.29203)
H (-11.21928, 2.16333, -1.42125)
C (4.23496, 9.65522, 5.49856)
H (0.21737, -12.12407, 4.10106)
C (-6.19366, -1.08614, -3.69479)
C (4.28121, -9.35849, 1.81656)
H (2.41051, -8.47614, 2.25268)
H (-0.16616, 4.65907, -3.24174)
H (-2.24105, 1.78792, -0.62526)
H (2.13956, 3.66387, -4.34613)
H (-10.69009, 0.71972, -2.28994)
C (0.13289, -6.33950, 1.18392)
H (7.18896, -4.08131, -7.93775)
H (2.01008, 5.12996, -5.43907)
H (-8.36079, 2.54178, -1.11777)
H (5.28374, 10.76613, -0.01230)
C (4.01149, 4.89872, -1.04691)
H (2.99990, 6.03173, 4.57800)
H (-1.64550, 5.32011, -2.44608)
H (2.53659, -0.13269, -7.53527)
O (-1.17980, 2.50556, -3.34015)
H (0.43222, -0.49624, -7.03211)
C (-9.15607, -1.43337, -3.17904)
H (4.14515, 2.04387, 7.38817)
N (-3.22571, 3.53567, 0.54398)
C (-0.87600, -7.32547, 5.93519)
H (0.02591, -4.40137, 2.17332)
C (4.68597, 5.12134, 5.82268)
H (4.56048, -8.70026, 0.95282)
H (3.81226, -2.55278, -4.52147)
H (-5.34285, -1.18002, -3.03485)
H (5.83046, -4.09597, -9.24295)
C (-1.44464, -13.39463, 2.43622)
H (-5.24294, -1.38831, 1.83377)
H (3.30984, 9.13093, 5.79940)
H (-10.72565, -0.88153, -4.48242)
C (-5.21259, -3.25569, 0.71118)
P (-7.64094, -0.87302, -2.58214)
H (-0.99188, -9.02332, 1.76013)
H (-1.70827, 0.40652, -1.61998)
H (6.27746, 9.07646, 4.77261)
H (5.23694, -9.70030, 2.19656)
C (2.20903, 4.04737, -5.39363)
C (-5.95912, 0.04104, -4.74294)
H (3.73251, -10.17816, 1.32591)
H (7.19815, 6.43110, 4.27694)
C (4.67608, 9.10118, 2.01166)
H (0.76972, -6.88200, 0.47890)
P (3.87930, -0.47050, -5.68660)
C (5.40430, 8.61314, 5.31937)
N (2.18783, 2.86214, -0.88383)
H (5.85064, 5.98726, 1.57855)
C (3.96211, 7.99576, 2.75742)
H (2.50389, 10.61786, 7.04913)
H (3.11807, 8.38408, 3.31454)
H (-4.29556, -3.09120, 0.15140)
H (3.10355, -1.20949, -3.68881)
H (3.79800, 3.33069, 5.08098)
F (-4.93805, 5.95112, -0.28347)
C (3.95235, 3.79519, 6.08862)
C (0.14985, -11.53015, 3.15442)
H (0.00103, 5.71472, -1.91916)
H (4.61992, 2.10758, -6.92194)
C (-0.03375, -7.09318, 2.49228)
H (5.88481, 4.74013, 2.72006)
C (-8.29149, 1.48371, -0.83173)
H (-6.71056, 1.16435, -2.10092)
C (4.03962, 5.80567, 4.60597)
C (4.00550, -1.52986, -4.25332)
H (5.64866, -0.60788, -3.20770)
H (5.09294, 10.22930, 7.44573)
O (-4.77583, 3.53159, 6.50508)
H (5.47802, -4.88603, -2.19928)
H (1.66720, -4.82056, 1.60174)

## Properties
* orbital gap: 10.14 eV
* net charge: +4
* E_HOMO: -0.5955 Eh

=====

No. 2
The following is a quantum chemistry calculation of a structure of composition C16H12Br4ErO3SbSe4, from OMol25.

Geometry (Å):
C (-18.94897, -5.72452, -8.39877)
C (-17.40316, -5.13376, -6.69253)
C (-18.05056, -4.77022, -7.91704)
Br (-20.54899, -5.29073, -9.27476)
H (-13.33133, -3.33294, 1.59008)
C (-17.74532, -6.35290, -6.05326)
C (-14.19856, 1.33008, 0.71508)
Br (-17.98120, -9.17518, -6.29389)
Se (-10.72525, -8.08792, -5.32596)
Se (-13.36815, -4.93320, -5.81923)
O (-16.53565, -4.42051, -6.06235)
H (-13.20018, 1.53280, 0.19814)
C (-14.68906, -0.02535, 0.04912)
H (-16.90580, -2.01274, -3.43940)
C (-14.13910, -3.57244, 0.93213)
C (-16.16724, -1.18096, -3.20941)
H (-15.25988, 0.80902, -1.81600)
Se (-14.36176, -7.70083, -3.18680)
O (-17.45993, -6.46325, -4.77718)
H (-14.99237, 2.09231, 0.35415)
Br (-17.80562, -3.11086, -8.60559)
Br (-19.08501, -8.35910, -9.51115)
C (-14.63204, -2.36154, 0.17631)
H (-15.46317, -1.33626, -4.03156)
C (-15.41629, -2.54072, -1.06756)
Sb (-12.26785, -6.53595, -4.21097)
H (-15.91469, -4.51809, -0.48031)
H (-13.95799, 1.30068, 1.76587)
C (-15.19923, -0.13672, -1.23644)
H (-14.87434, -4.14843, 1.44425)
Se (-10.91160, -5.52304, -2.42399)
C (-15.57209, -1.35757, -1.85874)
H (-13.72769, -4.28771, 0.20158)
C (-18.21023, -7.38560, -6.94270)
O (-16.25140, -4.20314, -2.51441)
H (-13.92234, -1.19612, 1.68037)
C (-14.32788, -1.19224, 0.69639)
H (-16.77321, -0.28871, -3.41939)
C (-18.74862, -7.09085, -8.14945)
Er (-15.79012, -5.44161, -4.14842)
C (-15.88516, -3.82899, -1.33883)

## Properties
* energy relative to the best compared isomer or geometry (same formula, charge and spin): 133.5 kJ/mol
* orbital gap (spin up / spin down): 2.98 / 2.98 eV
* multiplicity: 4
* net charge: -2
* E_HOMO (spin up / spin down): -0.0389 / -0.0389 Eh

=====

No. 3
The following is a quantum chemistry calculation of a cluster of 2 separate species, C5H11N7 in total, from OMol25.

Geometry (Å):
H (-2.48498, -1.60780, 0.87445)
H (2.13204, 1.31878, 3.63447)
H (0.46050, 0.68569, 3.67130)
N (1.01539, 0.95867, -0.46050)
N (0.53419, 0.53260, 0.74121)
H (0.05751, -1.86132, -2.16769)
C (1.39433, 0.69238, 3.09900)
C (-0.99210, -0.11740, -2.37463)
H (-0.22449, -0.12541, 0.74031)
N (-2.08993, -1.05781, 0.08574)
H (-0.54260, -3.75481, -0.78625)
H (-0.41634, 0.02041, -3.28823)
N (-1.80712, 0.76230, -1.96891)
H (-2.15582, 0.55260, -1.03738)
N (1.74747, 2.01714, -0.23055)
C (-0.57931, -2.98331, -0.00542)
H (-1.10346, -3.37343, 0.85646)
C (1.16116, 1.21094, 1.71957)
N (-0.68094, -1.29817, -1.74369)
C (-1.20604, -1.74037, -0.51866)
H (1.78668, -0.32390, 3.05480)
H (0.47109, -2.78833, 0.25741)
N (1.75975, 2.21157, 1.10114)

## Properties
* energy relative to the best compared isomer or geometry (same formula, charge and spin): 0.0 kJ/mol
* orbital gap: 9.73 eV
* net charge: 0
* E_HOMO: -0.3454 Eh

=====

no.,total energy (Ha)
1,-8042.35884
2,-21999.88598
3,-580.35462